Record 1
Entry from the OMol25 dataset: 3 unconnected molecules or ions with the total composition C4H10NO3 in a non-equilibrium geometry (ωB97M-V with the def2-TZVPD basis set).

```
18
Properties=species:S:1:pos:R:3:mulliken_charge:R:1
O -2.6793 0.2305 -1.2170 -1.030
C -0.0438 1.6446 0.0585 0.212
O 0.7923 2.4330 -0.3338 -0.531
C 0.6496 0.1595 0.5415 0.043
C -0.1680 -0.9636 0.2246 -0.478
C -0.2882 -1.2760 -1.2559 -0.887
N 0.0538 1.0398 1.4432 -0.515
H 1.7253 0.0965 0.4916 0.548
H -1.1679 -0.7824 0.6273 0.377
H 0.3478 -1.8418 0.8591 0.258
H -1.1133 -0.5572 -1.4662 0.289
H -0.6235 -2.2883 -1.4300 0.317
H 0.5830 -1.0253 -1.8484 0.292
H -1.0726 1.5945 -0.3829 0.439
H 0.6424 1.6320 2.0195 0.275
H -3.4888 0.7353 -1.3510 0.105
H 2.2755 -2.8336 1.4928 0.171
O 1.7844 -2.4671 0.7439 -0.884
```

Properties
Charge: -1
HOMO energy (eV): -3.7
E_LUMO (eV): 1.3

***

Record 2
Entry from the OMol25 dataset: 2 unconnected molecules or ions with the total composition C4H10NO3 in a non-equilibrium geometry (ωB97M-V with the def2-TZVPD basis set).

```
18
Properties=species:S:1:pos:R:3:mulliken_charge:R:1
C -2.9567 0.8435 0.6540 -1.122
C -1.4617 0.6784 0.8041 -0.304
N -0.9904 -0.5743 0.2155 -0.463
C -0.3986 -0.3902 -1.0925 -0.682
C 1.0831 0.1452 -1.1755 0.635
O 1.6943 0.3902 -0.0990 -0.774
O 1.5079 0.2514 -2.3408 -0.751
H -3.2545 1.8884 0.8720 0.334
H -3.5032 0.1770 1.3130 0.306
H -3.3147 0.6954 -0.3805 0.274
H -0.9327 1.5157 0.3430 0.302
H -1.1946 0.6641 1.8635 0.384
H -0.3129 -0.9926 0.8402 0.297
H -1.0032 0.2703 -1.6939 0.260
H -0.2974 -1.3450 -1.6168 0.335
H 1.5442 -0.5178 1.2928 0.423
H 2.2930 -1.6665 2.0410 0.268
O 1.5570 -1.0610 2.1446 -0.721
```

Properties
Charge: -1
HOMO energy (eV): -4.1
E_LUMO (eV): 3.9

***

Record 3
Entry from the OMol25 dataset: 2 unconnected molecules or ions with the total composition C4H10NO3 in a non-equilibrium geometry (ωB97M-V with the def2-TZVPD basis set).

```
18
Properties=species:S:1:pos:R:3:mulliken_charge:R:1
O -0.8423 -1.4158 0.5367 -0.768
C -0.0180 -1.9054 -0.3358 0.768
O 0.6427 -1.2937 -1.2360 -0.724
C 0.0654 -3.4136 -0.3182 -0.989
H -0.9546 -3.8075 -0.3017 0.248
H 0.5785 -3.8151 -1.1666 0.297
H 0.5010 -3.7239 0.6527 0.212
C -0.9402 1.4927 -0.8810 -0.727
N -0.3421 2.3358 0.1536 -0.474
C 0.8105 1.5847 0.7799 -0.037
O 1.1571 2.2959 1.9561 -0.556
H -0.3178 1.5256 -1.7987 0.269
H -1.8525 2.0217 -1.2366 0.330
H -1.1686 0.4411 -0.5621 0.237
H -1.0228 2.3645 0.9349 0.250
H 0.4919 0.5465 1.1132 0.143
H 1.7294 1.6044 0.0551 0.206
H 1.4824 3.1622 1.6543 0.315
```

Properties
Charge: -1
HOMO energy (eV): -4.2
E_LUMO (eV): 3.7

***

Record 4
Entry from the OMol25 dataset: a molecular structure, C4H10NO3 in a non-equilibrium geometry (ωB97M-V with the def2-TZVPD basis set).

```
18
Properties=species:S:1:pos:R:3:mulliken_charge:R:1
C 0.9274 0.5628 -1.9742 -1.058
C 0.8766 -0.2685 -0.8877 -0.026
N -0.0265 -0.4057 0.0584 0.211
C -1.3888 0.0952 -0.2906 -0.521
C -2.2944 0.0256 0.9596 -0.465
O -3.5096 0.5206 0.7766 -0.851
O 2.1656 -1.0864 -0.4710 -0.585
H 0.4582 0.2418 -2.8939 0.281
H 1.8126 1.1903 -2.0306 0.292
H 1.5345 -1.2793 -1.2831 0.452
H -0.0324 -1.3861 0.3288 0.262
H -1.8325 -0.5240 -1.0740 0.278
H -1.2878 1.1353 -0.5927 0.384
H -1.6857 0.4909 1.7881 0.181
H -2.2864 -1.0732 1.2620 0.124
H 2.2041 1.3833 1.2920 0.299
H 2.3335 -0.0419 0.8397 0.445
O 2.6309 0.5631 1.5552 -0.703
```

Properties
Charge: -1
HOMO energy (eV): -2.8
E_LUMO (eV): 3.3

***

Record 5
Entry from the OMol25 dataset: 2 unconnected molecules or ions with the total composition C4H10NO3 in a non-equilibrium geometry (ωB97M-V with the def2-TZVPD basis set).

```
18
Properties=species:S:1:pos:R:3:mulliken_charge:R:1
O 0.6439 -1.9990 1.2852 -0.385
C 0.1149 -0.9350 1.3780 -0.164
C -0.5249 -0.2330 0.1651 0.018
C -0.2032 1.2301 0.1023 -0.733
C 1.3297 1.4164 -0.0048 -0.055
O 2.0739 0.7930 0.6855 -0.409
N -2.0383 -0.3807 0.3737 -0.258
H -0.0311 -0.4096 2.3429 0.364
H -0.3013 -0.7523 -0.7589 0.339
H -0.6585 1.7561 -0.7430 0.443
H -0.4447 1.7256 1.0376 0.374
H 1.6568 2.1308 -0.7833 0.357
H -2.2787 -1.3774 0.3767 0.375
H -2.3834 0.0706 1.2184 0.359
H -2.5036 0.0272 -0.4378 0.367
H 1.7333 -0.7747 -2.8177 0.315
H 2.3317 -1.1885 -1.4804 0.318
O 1.4835 -1.0997 -1.9396 -0.626
```

Properties
Charge: +1
HOMO energy (eV): -14.1
E_LUMO (eV): -4.0

***

Record 6
Entry from the OMol25 dataset: a molecular structure, C4H10NO3P in a non-equilibrium geometry (ωB97M-V with the def2-TZVPD basis set).

```
19
Properties=species:S:1:pos:R:3:mulliken_charge:R:1
C 1.0229 2.7619 0.1387 -1.090
C -0.4841 -2.4119 0.1578 -1.116
C 1.3346 1.2453 0.1889 -0.556
C 0.7082 -1.6004 -0.1297 -0.573
N -2.5359 -0.0215 -0.5235 1.055
O -2.2233 -0.1171 -1.6122 -0.395
O -3.4845 -0.1557 0.1690 -0.480
O -1.0192 0.3733 0.4090 -0.452
P 0.0563 0.1843 -0.6930 0.251
H 0.7411 3.1143 -0.9317 0.269
H 0.2244 2.9760 0.7880 0.312
H 1.8754 3.3953 0.5104 0.333
H -0.2961 -3.4686 0.5876 0.330
H -1.3256 -2.0242 0.8762 0.220
H -0.9171 -2.7071 -0.7295 0.386
H 1.4239 0.7761 1.1762 0.377
H 2.2368 1.0014 -0.3152 0.392
H 1.4217 -2.0059 -0.8293 0.439
H 1.2406 -1.3155 0.7624 0.299
```

Properties
Charge: 0
HOMO energy (spin up / spin down) (eV): -8.4 / -8.4
E_LUMO (spin up / spin down) (eV): -0.5 / -0.5

***

Q: Which relative energy (zero: lowest compared OMol25 entry of this formula, charge and spin) values were calculated for the entries above? A: 8.304, 0.613, 1.767, 7.221, 1.688, 6.260, in eV.
Q: Which E_tot values were calculated for the entries above? A: -438.6801, -438.9627, -438.9203, -438.7199, -438.6004, -780.0437, in a.u..